115
Properties=species:S:1:pos:R:3:forces:R:3:mulliken_charge:R:1 method="wB97M-V/def2-TZVPD" e_tot_ha=-4575.3463 smiles="CCCOCOC(=O)OOC[C@@H](C)O.COP(=O)(OC)OC.COP(=O)(OC)OC.COP(=O)(OC)OC.COP(=O)(OC)OC.COP(=O)(OC)OC" homo_lumo_gap_ev=6.216
C 1.693 2.178 -1.753 -0.4 0.3 -0.8 -0.887
C 2.141 2.696 -3.198 -0.2 0.9 0.8 -0.288
C 2.601 4.246 -3.021 0.0 -2.0 -1.8 -0.499
O 1.481 5.046 -3.469 0.7 1.4 2.0 -0.211
C 1.324 6.255 -2.728 0.7 0.9 -0.7 -0.267
O -0.023 6.352 -2.202 -1.6 0.3 -1.9 -0.261
C -0.968 6.551 -3.210 0.1 -0.4 -2.2 0.676
O -0.754 6.654 -4.422 -0.4 0.1 3.8 -0.527
O -2.338 6.624 -2.781 2.9 0.6 -1.7 -0.208
O -2.489 5.780 -1.703 -1.6 -1.2 2.0 -0.167
C -3.662 4.929 -1.933 0.1 -0.3 -0.3 -0.254
C -3.128 3.475 -2.321 -1.0 -1.2 -0.4 0.580
C -4.251 2.561 -3.092 0.0 0.8 1.2 -0.919
O -1.945 3.468 -3.149 -0.6 0.9 0.4 -0.483
H 1.327 1.107 -1.832 0.7 1.2 0.4 0.244
H 2.546 2.329 -1.019 -1.1 -0.6 -0.8 0.310
H 0.804 2.822 -1.407 1.3 -0.9 -0.5 0.201
H 2.992 2.114 -3.674 -1.0 0.5 0.9 0.281
H 1.241 2.637 -3.908 1.4 0.3 1.0 0.182
H 3.445 4.402 -3.779 -0.8 0.1 1.3 0.238
H 2.935 4.437 -1.953 -0.5 0.0 -1.3 0.355
H 1.511 7.183 -3.378 -0.4 -1.5 0.6 0.278
H 2.024 6.358 -1.833 -1.1 -0.6 -1.0 0.267
H -4.227 4.920 -0.940 0.8 -0.2 -1.3 -0.136
H -4.370 5.388 -2.709 1.2 -0.6 0.9 0.357
H -2.852 2.945 -1.341 -0.1 0.8 -1.5 0.092
H -4.508 1.670 -2.414 0.3 1.2 -1.3 0.144
H -5.194 3.204 -3.230 1.2 -1.1 0.0 0.274
H -3.808 2.226 -4.093 -0.8 0.4 1.5 0.311
H -2.120 3.953 -3.984 0.0 -0.4 0.7 0.292
C -3.897 -3.024 1.594 -0.2 -0.5 -0.8 -0.421
O -4.258 -1.818 2.253 -1.5 2.6 2.4 -0.514
P -4.311 -0.357 1.356 5.3 -4.3 -7.5 0.949
O -4.394 -1.035 -0.004 -1.0 0.7 1.3 -0.627
O -2.737 -0.053 1.728 -1.0 0.9 1.3 -0.240
C -2.274 -0.295 3.057 0.4 -0.2 0.2 -0.776
O -4.432 1.189 0.609 -1.9 -0.4 2.8 -0.052
C -4.739 2.244 1.514 0.1 0.5 0.1 -0.498
H -3.799 -3.805 2.352 -0.1 0.3 0.3 0.308
H -4.678 -3.329 0.897 0.3 0.0 -0.1 0.251
H -2.940 -2.912 1.079 -0.3 0.1 -0.1 0.180
H -1.807 -1.282 3.101 -0.1 0.0 0.1 0.247
H -3.080 -0.238 3.789 0.1 -0.1 0.0 0.353
H -1.520 0.451 3.311 -0.1 0.1 -0.2 0.284
H -3.912 2.391 2.215 0.0 0.1 0.1 0.318
H -5.654 2.010 2.064 0.0 0.3 0.0 0.370
H -4.892 3.161 0.944 0.0 -0.1 0.0 -0.102
C 0.203 -3.344 -1.114 -0.3 0.7 0.5 -0.452
O -0.311 -4.116 -2.188 -1.0 -1.3 -3.4 -0.450
P -1.632 -5.175 -1.908 1.5 0.6 9.8 1.027
O -2.076 -4.501 -0.619 -0.2 -0.1 -1.6 -0.593
O -0.588 -6.403 -1.572 -0.4 -0.2 -1.7 -0.300
C 0.571 -6.577 -2.388 0.5 -0.1 0.1 -0.567
O -2.952 -6.275 -1.809 0.6 1.3 -3.2 -0.292
C -3.227 -6.989 -3.013 -0.1 -0.4 -0.1 -0.693
H 1.106 -2.838 -1.466 -0.1 -0.2 -0.3 0.250
H -0.514 -2.578 -0.814 0.0 -0.2 0.2 0.257
H 0.468 -3.985 -0.268 -0.3 0.0 -0.1 0.218
H 1.424 -6.089 -1.909 -0.1 0.1 -0.2 0.126
H 0.432 -6.171 -3.390 0.2 0.0 0.1 0.335
H 0.789 -7.642 -2.471 -0.2 0.0 0.1 0.269
H -2.398 -7.662 -3.252 0.0 -0.1 -0.1 0.277
H -3.386 -6.291 -3.839 -0.2 -0.2 -0.1 0.319
H -4.133 -7.579 -2.870 0.1 0.1 0.1 0.240
C -11.133 4.628 -0.248 -0.1 -0.3 -0.8 -0.544
O -10.359 5.714 0.233 1.0 3.3 1.2 -0.452
P -8.667 5.733 -0.051 0.0 -9.7 -2.4 0.937
O -8.710 4.722 -1.187 -0.1 1.7 0.3 -0.630
O -8.400 4.958 1.376 0.2 1.8 0.4 -0.214
C -9.138 5.352 2.535 -0.2 -0.3 0.4 -0.752
O -6.971 5.929 -0.266 -1.8 3.0 0.5 -0.060
C -6.422 7.079 0.378 0.4 0.1 0.2 -0.742
H -12.148 4.744 0.141 0.2 0.3 0.2 0.249
H -11.186 4.645 -1.337 0.1 -0.2 0.1 0.239
H -10.726 3.677 0.108 0.1 0.1 -0.2 0.279
H -10.000 4.691 2.654 0.0 0.2 0.0 0.268
H -9.475 6.387 2.474 -0.1 -0.1 0.1 0.335
H -8.501 5.245 3.413 0.1 0.0 -0.1 0.267
H -6.498 6.976 1.465 0.1 0.1 0.0 0.302
H -6.949 7.980 0.055 0.2 0.1 0.1 0.358
H -5.370 7.166 0.102 -0.1 -0.1 0.0 0.183
C 6.226 -0.435 -2.108 -0.4 0.0 -0.7 -0.576
O 6.470 -1.559 -1.282 1.7 -2.8 1.3 -0.422
P 5.144 -2.383 -0.570 -5.9 8.0 -1.7 1.000
O 4.127 -1.798 -1.540 0.8 -1.3 -0.1 -0.648
O 5.262 -1.407 0.748 0.9 -1.5 0.5 -0.305
C 6.552 -1.128 1.295 0.4 0.4 0.2 -0.744
O 3.867 -3.248 0.197 2.9 -2.1 -0.3 -0.133
C 4.297 -4.298 1.065 -0.1 -0.2 0.5 -0.827
H 7.192 0.013 -2.356 0.1 -0.3 0.2 0.285
H 5.748 -0.738 -3.041 -0.2 0.2 0.1 0.226
H 5.618 0.307 -1.582 -0.1 -0.2 -0.1 0.266
H 6.912 -0.174 0.899 0.1 -0.1 0.0 0.264
H 7.271 -1.915 1.068 0.0 0.1 0.1 0.379
H 6.466 -1.038 2.378 -0.2 -0.1 0.0 0.279
H 4.829 -3.883 1.926 0.1 -0.1 0.0 0.318
H 4.949 -4.990 0.526 -0.1 -0.2 0.2 0.361
H 3.418 -4.841 1.417 0.0 0.1 -0.1 0.277
C 10.885 -4.869 2.330 -0.2 0.2 -0.8 -0.557
O 10.122 -5.631 3.250 -1.4 -2.7 1.9 -0.438
P 8.555 -5.092 3.695 1.9 9.2 -3.4 0.973
O 8.386 -4.168 2.498 -0.3 -1.6 0.4 -0.564
O 9.193 -4.260 4.963 -0.5 -1.6 0.6 -0.288
C 10.214 -4.868 5.758 0.5 0.2 0.2 -0.708
O 6.970 -4.703 4.241 0.8 -3.5 0.1 -0.191
C 6.444 -5.586 5.232 -0.3 0.0 0.4 -0.752
H 11.883 -5.310 2.279 -0.2 -0.3 0.3 0.258
H 10.445 -4.917 1.333 0.0 0.3 0.1 0.242
H 10.975 -3.832 2.667 -0.2 -0.1 -0.1 0.280
H 11.192 -4.534 5.403 -0.1 -0.2 0.0 0.252
H 10.164 -5.957 5.725 0.1 0.1 0.0 0.338
H 10.097 -4.546 6.792 -0.2 0.1 -0.1 0.277
H 7.021 -5.503 6.158 -0.1 0.0 0.0 0.289
H 6.470 -6.617 4.871 -0.2 0.0 0.2 0.347
H 5.409 -5.308 5.433 0.1 0.0 -0.1 0.242

---

100
Properties=species:S:1:pos:R:3:forces:R:3:mulliken_charge:R:1 method="wB97M-V/def2-TZVPD" charge=+1 e_tot_ha=-2262.3148 homo_lumo_gap_ev=7.811
N -0.342 3.524 -0.272 -0.3 -0.5 -1.0 -0.384
C -1.678 3.393 -0.566 0.6 0.2 0.2 0.503
N -2.543 4.408 -0.250 -0.2 -0.3 0.0 -0.330
N -2.087 2.295 -1.169 -0.8 0.2 1.0 -0.038
C -3.476 2.017 -1.574 -0.1 -0.4 -0.4 -1.061
C -4.343 1.335 -0.470 0.1 0.3 -0.2 -0.165
C -3.657 1.174 0.888 -0.8 -0.1 0.4 -0.610
C -3.372 -0.267 1.326 -0.1 0.4 -0.2 -1.032
S -1.959 -0.164 2.461 0.3 -0.8 0.1 -0.165
C -0.810 -0.029 1.163 0.3 0.4 0.2 0.097
N 0.099 0.883 1.018 -0.3 -0.3 0.0 -0.133
N 0.751 0.601 -0.186 -0.1 0.0 0.1 -0.248
C 0.176 -0.440 -0.668 0.2 0.1 -0.1 -0.036
O -0.826 -0.901 0.124 0.2 -0.1 -0.1 -0.310
H -0.059 3.213 0.662 0.0 0.8 0.3 0.307
H 0.228 3.022 -0.948 0.1 -0.3 0.3 0.306
H -2.643 5.206 -0.855 0.4 0.3 0.4 0.228
H -3.117 4.336 0.574 -0.4 -0.1 -0.3 0.233
H -1.623 1.474 -0.787 0.6 0.0 -0.9 0.242
H -3.954 2.920 -1.949 0.3 0.1 0.2 0.403
H -3.391 1.355 -2.437 0.0 0.0 0.1 0.408
H -5.247 1.928 -0.331 0.0 0.0 -0.1 0.482
H -4.690 0.372 -0.845 0.1 0.0 0.1 -0.015
H -2.712 1.712 0.955 -0.2 0.1 0.0 0.476
H -4.299 1.617 1.654 0.1 0.1 0.0 0.296
H -3.092 -0.881 0.473 -0.1 -0.2 0.1 0.476
H -4.211 -0.744 1.831 0.0 0.1 0.0 0.450
H 0.425 -0.921 -1.606 0.0 -0.1 0.1 0.526
C 0.670 2.332 5.559 0.1 0.0 -0.1 -0.672
C 0.610 3.416 4.501 -0.2 -0.1 0.1 -0.381
O 1.053 2.954 3.228 -0.1 0.1 -0.2 -0.464
H 1.686 1.949 5.653 0.0 0.0 0.0 0.289
H 0.351 2.700 6.533 0.0 0.0 0.0 0.351
H 0.025 1.492 5.284 -0.1 0.0 0.0 0.072
H 1.263 4.247 4.764 0.0 0.0 0.0 0.310
H -0.413 3.805 4.420 0.0 0.1 0.0 0.260
H 0.490 2.225 2.947 0.1 -0.1 0.0 0.257
C 3.727 0.709 -2.514 -0.1 0.1 0.0 -0.645
C 3.446 -0.777 -2.562 0.1 0.1 -0.2 0.056
O 2.119 -1.047 -3.037 -0.2 0.0 0.1 -0.545
H 3.020 1.218 -1.858 0.0 0.0 0.1 0.122
H 4.740 0.894 -2.152 0.0 0.0 0.0 0.226
H 3.633 1.150 -3.510 0.1 -0.1 0.0 0.240
H 3.520 -1.221 -1.570 -0.1 -0.1 0.0 0.327
H 4.165 -1.273 -3.216 0.0 -0.1 0.1 -0.089
H 2.051 -0.674 -3.922 0.0 0.0 0.0 0.301
C 6.284 -2.021 -6.929 0.0 0.1 -0.1 -1.322
C 5.799 -1.437 -5.619 -0.2 -0.1 -0.1 0.035
O 4.818 -0.409 -5.818 0.0 0.0 0.1 -0.470
H 6.709 -1.241 -7.561 0.0 0.0 0.0 0.320
H 7.044 -2.784 -6.756 0.0 0.0 0.0 0.365
H 5.458 -2.479 -7.478 0.0 -0.1 0.0 0.354
H 6.621 -0.969 -5.077 0.0 0.0 0.0 0.220
H 5.382 -2.215 -4.976 0.1 0.0 0.0 0.212
H 4.077 -0.804 -6.288 0.1 0.0 -0.1 0.275
C 8.262 -1.977 -1.201 0.0 0.0 -0.1 -1.245
C 6.817 -1.821 -1.630 0.0 -0.2 0.1 0.402
O 6.442 -2.745 -2.645 0.0 0.0 -0.1 -0.471
H 8.926 -1.854 -2.057 0.0 0.0 0.0 0.308
H 8.527 -1.240 -0.443 0.0 0.0 0.0 0.348
H 8.435 -2.972 -0.785 0.0 0.0 0.0 0.372
H 6.648 -0.834 -2.064 0.0 0.0 0.0 -0.217
H 6.149 -1.935 -0.768 0.0 0.1 0.0 0.260
H 6.562 -3.642 -2.317 0.0 0.0 0.1 0.273
C 7.158 2.811 -3.154 0.0 0.0 -0.1 -0.521
C 6.390 3.220 -4.399 0.0 -0.3 0.0 -0.151
O 6.813 2.494 -5.546 0.1 0.1 0.0 -0.528
H 8.227 2.964 -3.306 0.0 0.0 0.0 0.310
H 6.840 3.388 -2.284 0.0 0.0 0.0 0.322
H 7.004 1.750 -2.940 0.0 0.0 0.0 -0.172
H 6.559 4.272 -4.628 0.0 0.0 0.0 0.328
H 5.313 3.071 -4.257 0.0 0.1 0.1 0.147
H 6.648 1.558 -5.390 -0.1 0.0 -0.1 0.263
C -8.657 -1.206 -0.615 0.0 0.3 -0.1 -1.192
C -7.242 -1.468 -0.154 -0.1 0.0 0.1 0.149
O -6.753 -0.423 0.699 0.1 0.0 0.0 -0.445
H -8.711 -0.259 -1.155 0.0 0.0 0.0 0.355
H -9.006 -2.005 -1.269 0.0 0.0 0.0 0.333
H -9.330 -1.148 0.239 0.0 -0.1 0.0 0.264
H -6.557 -1.511 -1.002 0.0 0.0 0.0 0.350
H -7.191 -2.422 0.376 0.0 0.0 -0.1 -0.072
H -7.341 -0.383 1.461 0.0 0.0 0.0 0.263
C -1.180 -0.843 7.845 0.0 0.1 0.0 -0.989
C 0.320 -0.615 7.789 0.0 0.0 0.2 -0.253
O 0.695 0.643 8.337 -0.1 0.0 0.0 -0.488
H -1.703 -0.048 7.312 0.0 0.0 0.0 0.244
H -1.447 -1.802 7.398 0.0 0.0 0.0 0.317
H -1.534 -0.839 8.878 0.0 0.0 0.0 0.355
H 0.668 -0.605 6.757 0.0 0.0 0.0 0.225
H 0.844 -1.420 8.315 0.0 0.0 -0.1 0.330
H 0.419 0.663 9.259 0.0 0.0 0.0 0.284
C -8.850 -5.693 2.086 0.0 0.0 -0.1 -1.107
C -8.536 -4.230 2.325 -0.2 0.0 0.0 -0.151
O -9.290 -3.367 1.471 0.1 -0.1 0.1 -0.465
H -8.653 -5.959 1.047 0.0 0.0 0.0 0.292
H -8.247 -6.333 2.731 0.0 0.0 0.0 0.336
H -9.903 -5.900 2.289 0.0 0.0 0.1 0.333
H -7.488 -4.022 2.108 0.0 0.0 0.0 0.240
H -8.723 -3.967 3.371 0.1 0.0 0.0 0.276
H -10.223 -3.524 1.655 0.0 0.0 -0.1 0.279